1.
2 unconnected molecules or ions with the total composition C2H4N2OP2, computed with ωB97M-V/def2-TZVPD.

Results
ΔE to the lowest compared entry with this formula, charge and spin, kcal per mole: 95.2
Structure (SMILES): O=NC#[PH2].N#CP
Gap between HOMO and LUMO, hartree: 0.3627
M, g mol⁻¹: 134.0
LUMO level, eV: 0.81
Highest occupied orbital energy, eV: -9.0579
Charge: 0

Geometry as XYZ:
```
11
C2H4N2OP2 ωB97M-V/def2-TZVPD
O -2.50 0.03 -0.14
N -1.68 0.70 -0.68
C -0.82 1.18 -1.30
P 0.32 2.36 -1.81
H -0.07 2.14 -3.14
H 1.41 1.36 -1.51
N 0.89 -0.33 0.00
C 0.26 -1.25 0.28
P -0.97 -2.42 0.27
H -1.78 -2.14 1.33
H -0.39 -3.59 0.80
```

=====

2.
C2H4N2OS in the gas phase, computed with ωB97M-V/def2-TZVPD.

Results
ΔE to the lowest compared entry with this formula, charge and spin, kcal per mole: 35.2
Structure (SMILES): NC(=S)NC=O
Gap between HOMO and LUMO, hartree: 0.3142
M, g mol⁻¹: 104.1
LUMO level, eV: 0.22
Highest occupied orbital energy, eV: -8.3326
Charge: 0

Geometry as XYZ:
```
10
C2H4N2OS ωB97M-V/def2-TZVPD
N -0.26 0.17 -1.45
C -0.32 0.91 -0.33
S -0.74 2.54 -0.18
N -0.11 0.30 0.85
C 0.53 -1.18 1.03
O 0.59 -2.02 0.18
H -0.05 -0.87 -1.36
H -0.62 0.36 -2.46
H 0.05 1.04 1.65
H 0.92 -1.25 2.09
```

=====

3.
C2H4N2OS in the gas phase, computed with ωB97M-V/def2-TZVPD.

Results
ΔE to the lowest compared entry with this formula, charge and spin, kcal per mole: 14.8
Structure (SMILES): NC(=O)C(N)=S
Gap between HOMO and LUMO, hartree: 0.3183
M, g mol⁻¹: 104.1
LUMO level, eV: 0.04
Highest occupied orbital energy, eV: -8.6228
Charge: 0

Geometry as XYZ:
```
10
C2H4N2OS ωB97M-V/def2-TZVPD
N 0.77 -1.61 -0.16
C 0.72 -0.24 -0.05
O 1.64 0.49 0.10
C -0.71 0.33 -0.06
N -0.71 1.58 -0.10
S -2.04 -0.63 0.03
H -0.03 -2.02 0.33
H 1.64 -1.99 -0.03
H -1.55 2.21 -0.16
H 0.26 1.87 0.10
```

=====

4.
C2H4N2OS in the gas phase, computed with ωB97M-V/def2-TZVPD.

Results
ΔE to the lowest compared entry with this formula, charge and spin, kcal per mole: 99.8
Structure (SMILES): C=NS/C=N/O
Gap between HOMO and LUMO, hartree: 0.3333
M, g mol⁻¹: 104.1
LUMO level, eV: 0.51
Highest occupied orbital energy, eV: -8.5595
Charge: 0

Geometry as XYZ:
```
10
C2H4N2OS ωB97M-V/def2-TZVPD
C -1.88 0.94 0.13
N -1.72 -0.09 -0.63
S -1.04 -1.42 0.13
C 0.67 -1.14 -0.14
N 1.22 0.00 0.15
O 2.57 -0.04 -0.14
H -1.57 0.97 1.23
H -2.33 1.89 -0.30
H 1.25 -1.95 -0.52
H 2.83 0.84 0.09
```

=====

5.
2 unconnected molecules or ions with the total composition C2H4N2OS, computed with ωB97M-V/def2-TZVPD.

Results
ΔE to the lowest compared entry with this formula, charge and spin, kcal per mole: 152.1
Gap between HOMO and LUMO (alpha / beta), hartree: 0.2994 / 0.3029
M, g mol⁻¹: 104.1
LUMO level (alpha / beta), eV: 0.54 / 0.48
Highest occupied orbital energy (alpha / beta), eV: -7.6056 / -7.7659
Charge: 0

Geometry as XYZ:
```
10
C2H4N2OS ωB97M-V/def2-TZVPD
C -0.62 -1.06 -0.91
C 0.24 -1.69 -0.10
N -0.54 0.57 0.69
N 0.77 1.95 0.23
O -1.14 0.14 -0.50
S 0.40 -0.66 1.31
H -1.17 -1.53 -1.80
H 0.71 -2.55 -0.17
H 1.17 2.10 1.28
H 0.17 2.74 -0.04
```

=====

6.
A molecular structure, C2H4N2OS, computed with ωB97M-V/def2-TZVPD.

Results
2S+1: 3
ΔE to the lowest compared entry with this formula, charge and spin, kcal per mole: 128.3
Gap between HOMO and LUMO (alpha / beta), hartree: 0.2294 / 0.2450
M, g mol⁻¹: 104.1
LUMO level (alpha / beta), eV: 0.85 / -2.10
Highest occupied orbital energy (alpha / beta), eV: -5.3868 / -8.7698
Charge: 0

Geometry as XYZ:
```
10
C2H4N2OS ωB97M-V/def2-TZVPD
C 0.90 0.85 0.78
C 0.31 1.46 -0.19
N -1.08 -0.63 0.28
N -0.56 -1.70 -0.47
O -0.39 -0.38 1.37
S -1.31 0.84 -0.66
H 1.67 0.85 1.50
H 1.05 2.13 -0.76
H -1.07 -1.55 -1.32
H 0.47 -1.88 -0.52
```

=====

7.
2 unconnected molecules or ions with the total composition C2H4N2OS2, computed with ωB97M-V/def2-TZVPD.

Results
ΔE to the lowest compared entry with this formula, charge and spin, kcal per mole: 113.5
Gap between HOMO and LUMO, hartree: 0.2889
M, g mol⁻¹: 136.2
LUMO level, eV: -1.07
Highest occupied orbital energy, eV: -8.9266
Charge: 0

Geometry as XYZ:
```
11
C2H4N2OS2 ωB97M-V/def2-TZVPD
C 0.80 -0.03 -0.77
C -1.02 -0.16 0.58
H 3.42 2.06 0.70
H 1.32 -0.33 -1.71
H -0.58 0.93 0.68
H -2.35 -2.25 -0.07
N 1.29 1.04 -0.27
N -2.16 -0.33 1.24
O -0.37 -0.73 -0.42
S 2.65 1.72 -1.00
S -3.01 -1.90 1.04
```

=====

8.
C2H4N2P2 in the gas phase, computed with ωB97M-V/def2-TZVPD.

Results
ΔE to the lowest compared entry with this formula, charge and spin, kcal per mole: 55.2
Gap between HOMO and LUMO (alpha / beta), hartree: 0.2788 / 0.2788
M, g mol⁻¹: 118.0
LUMO level (alpha / beta), eV: -0.43 / -0.43
Highest occupied orbital energy (alpha / beta), eV: -8.0128 / -8.0132
Charge: 0

Geometry as XYZ:
```
10
C2H4N2P2 ωB97M-V/def2-TZVPD
C -0.55 1.07 -0.11
C 0.23 -0.07 -0.08
N -1.81 0.91 -0.03
N -2.72 0.26 0.13
P -0.27 -1.71 -0.01
P 2.05 0.32 -0.20
H -0.30 1.97 -0.47
H -1.53 -1.62 0.55
H 2.45 -0.81 -0.84
H 2.45 -0.32 1.07
```

=====

9.
C2H4N2S in the gas phase, computed with ωB97M-V/def2-TZVPD.

Results
ΔE to the lowest compared entry with this formula, charge and spin, kcal per mole: 109.1
Gap between HOMO and LUMO (alpha / beta), hartree: 0.3279 / 0.3094
M, g mol⁻¹: 88.1
LUMO level (alpha / beta), eV: -0.14 / 0.02
Highest occupied orbital energy (alpha / beta), eV: -9.0605 / -8.4040
Charge: 0

Geometry as XYZ:
```
9
C2H4N2S ωB97M-V/def2-TZVPD
C 0.41 0.41 0.37
C -0.87 -0.22 0.35
N 1.01 -0.07 -0.85
N -0.89 -0.73 -1.00
S -0.79 -2.03 -0.01
H 0.44 1.53 0.38
H 0.95 0.06 1.24
H -1.65 0.32 0.86
H 1.39 0.72 -1.33
```

=====

10.
2 unconnected molecules or ions with the total composition C2H4N2S, computed with ωB97M-V/def2-TZVPD.

Results
ΔE to the lowest compared entry with this formula, charge and spin, kcal per mole: 98.7
Gap between HOMO and LUMO (alpha / beta), hartree: 0.2950 / 0.2950
M, g mol⁻¹: 88.1
LUMO level (alpha / beta), eV: -1.69 / -1.69
Highest occupied orbital energy (alpha / beta), eV: -9.7140 / -9.7160
Charge: 0

Geometry as XYZ:
```
9
C2H4N2S ωB97M-V/def2-TZVPD
C -2.40 0.29 0.14
C 1.48 0.35 -0.32
N -3.33 0.62 -0.43
N -0.59 -0.68 0.74
S 0.31 -0.96 -0.54
H 1.15 1.44 -0.38
H 2.33 0.36 -1.13
H 1.97 0.04 0.70
H -0.93 -1.47 1.21
```

=====

11.
C2H4N2S in the gas phase, computed with ωB97M-V/def2-TZVPD.

Results
2S+1: 3
ΔE to the lowest compared entry with this formula, charge and spin, kcal per mole: 39.0
Gap between HOMO and LUMO (alpha / beta), hartree: 0.3200 / 0.2238
M, g mol⁻¹: 88.1
LUMO level (alpha / beta), eV: 0.52 / -3.27
Highest occupied orbital energy (alpha / beta), eV: -8.1913 / -9.3567
Charge: 0

Geometry as XYZ:
```
9
C2H4N2S ωB97M-V/def2-TZVPD
C -1.56 -0.55 0.26
C 0.84 -0.12 0.69
N -2.59 -0.73 0.77
N -0.29 -0.47 -0.14
S -0.48 1.03 -1.71
H 0.97 -0.86 1.43
H 1.74 -0.01 -0.02
H 0.75 0.85 1.28
H 0.62 0.86 -2.57
```

=====

12.
C2H4N2S2 in the gas phase, computed with ωB97M-V/def2-TZVPD.

Results
ΔE to the lowest compared entry with this formula, charge and spin, kcal per mole: 46.4
Structure (SMILES): [H]/N=C(\N)SC=S
Gap between HOMO and LUMO, hartree: 0.3097
M, g mol⁻¹: 120.2
LUMO level, eV: -0.29
Highest occupied orbital energy, eV: -8.7147
Charge: 0

Geometry as XYZ:
```
10
C2H4N2S2 ωB97M-V/def2-TZVPD
H -1.67 1.70 -0.10
N -0.74 1.28 -0.03
C -0.70 0.04 0.00
N -1.68 -0.88 0.14
S 0.90 -0.89 -0.19
C 2.21 0.22 -0.16
S 3.79 -0.16 0.10
H -1.26 -1.99 0.07
H -2.65 -0.61 0.37
H 1.81 1.28 -0.20
```

=====

Maximum force / eV/Å: 3.639; 4.690; 4.809; 3.075; 5.748; 4.981; 6.216; 3.385; 3.569; 4.862; 2.679; 4.896
DFT total energy / eV: -25739.16721; -18001.13432; -18002.01767; -17998.33281; -17996.06429; -17992.91905; -28832.16101; -23692.52690; -15949.15402; -15949.60342; -15949.54099; -26788.00435